DFT (wB97M-V/def2-TZVPD) results for a molecular structure, C2H3O2Sn in a non-equilibrium geometry.

Computed properties:
Charge: +1
Molecular weight in g/mol: 177.75
Multiplicity: 1
LUMO level (alpha / beta) in eV: -7.37 / -7.27
Frontier orbital gap (alpha / beta) in eV: 4.358 / 4.871
Maximum force in eV/Å: 3.86
Highest occupied orbital energy (alpha / beta) in eV: -11.7 / -12.1
Energy relative to the best compared isomer or geometry (same formula, charge and spin) in kJ/mol: 248.71

```
8
C2H3O2Sn (wB97M-V/def2-TZVPD)
H -1.48170 -1.54488 0.15722
C -0.52409 -1.02119 -0.11514
O 0.63376 -1.41663 0.07484
Sn 1.37111 0.58120 -0.17916
O -0.69126 0.27118 -0.16512
C -2.14381 0.79513 -0.01049
H -2.04086 1.40259 0.90583
H -2.15715 1.53137 -0.83353
```

***

DFT (wB97M-V/def2-TZVPD) results for a molecular structure, C37H48AuBGe2N6S2.

Computed properties:
Charge: -2
Molecular weight in g/mol: 993.97
Multiplicity: 3
LUMO level (alpha / beta) in eV: 4.15 / 4.14
Frontier orbital gap (alpha / beta) in eV: 2.439 / 4.938
Maximum force in eV/Å: 0.41
Highest occupied orbital energy (alpha / beta) in eV: 1.7 / -0.8
Energy relative to the best compared isomer or geometry (same formula, charge and spin) in kJ/mol: 222.32

```
97
C37H48AuBGe2N6S2 (wB97M-V/def2-TZVPD)
Au 2.19166 -3.00126 -1.53475
C -3.07214 -0.61882 -3.79664
N -1.94201 0.20143 -4.17766
C -1.89792 1.10657 -5.21084
C -0.68798 1.71359 -5.13487
N 0.00933 1.18506 -4.08205
B 1.58511 1.49182 -3.83488
N 1.88689 1.61585 -2.36418
C 2.72568 2.62110 -1.88681
C 3.10255 2.38059 -0.63301
N 2.44206 1.20702 -0.18246
C 3.10841 0.42180 0.82683
C 1.91758 0.52907 -1.38862
S 3.02204 -0.84837 -1.97644
C -0.76668 0.27713 -3.50297
S -0.41197 -0.85200 -2.23990
H -3.92288 -0.32978 -4.41028
H -3.30530 -0.44212 -2.74739
H -2.85159 -1.67542 -3.94682
H -2.73371 1.25149 -5.87178
H -0.25109 2.48674 -5.74126
H 2.14882 0.60355 -4.43683
H 1.74650 2.57446 -4.36534
H 2.93244 3.48754 -2.49195
H 3.65094 3.00508 0.04946
H 3.18302 1.03628 1.72813
H 4.10971 0.09369 0.52077
H 2.52764 -0.47308 1.05086
N 0.64313 -2.80558 1.65770
C 1.16907 -2.27770 2.54126
N 1.77961 -1.66692 3.55078
C 2.67966 -2.43572 4.39592
C 3.75524 -1.51527 4.95611
C 3.11372 -0.33708 5.68578
C 2.16821 0.41644 4.75379
C 1.11820 -0.52244 4.17870
H 3.10483 -3.24039 3.79785
H 2.11462 -2.88964 5.22679
H 4.36277 -1.14653 4.12512
H 4.41032 -2.08153 5.62342
H 3.88075 0.33394 6.07926
H 2.54839 -0.71474 6.54742
H 2.73743 0.85246 3.93126
H 1.66975 1.23483 5.27718
H 0.49594 -0.03100 3.43024
H 0.45494 -0.87803 4.98115
C 0.48827 0.09689 -0.99980
Ge -0.50038 1.67470 -0.09728
C -1.25282 0.82608 1.54840
C -1.58990 1.60260 2.66164
C -2.22984 1.05346 3.76432
C -2.56962 -0.29647 3.77872
C -2.26095 -1.08258 2.68029
C -1.61185 -0.52063 1.58498
C -2.18814 1.99390 -1.12586
C -3.41181 1.46070 -0.70831
C -4.60329 1.75514 -1.35777
C -4.60945 2.59826 -2.46164
C -3.40653 3.13224 -2.90416
C -2.22039 2.82829 -2.24776
C 0.10300 3.38891 0.48704
C 0.95891 3.45228 1.64625
C 1.65918 4.58185 1.98253
C 1.60936 5.74640 1.18301
C 0.78478 5.70474 0.02913
C 0.07618 4.58206 -0.31071
H 0.58760 -0.67069 -0.22422
H -1.35562 2.66120 2.65205
H -2.47018 1.68501 4.61313
H -3.06923 -0.72847 4.63953
H -2.50647 -2.13865 2.66726
H -1.38777 -1.16983 0.74323
H -3.44333 0.81178 0.15848
H -5.53088 1.32369 -0.99613
H -5.53817 2.83661 -2.96851
H -3.38383 3.78979 -3.76674
H -1.29704 3.24305 -2.63503
H 1.07674 2.56995 2.27210
H 2.28068 4.56546 2.87578
H 2.18177 6.63078 1.43625
H 0.70941 6.58089 -0.61091
H -0.53256 4.62374 -1.20803
C -0.73412 -7.27471 -1.56181
Ge -0.40855 -5.32114 -1.74828
C -1.68763 -4.45209 -0.53180
C -1.07673 -4.84614 -3.55520
C 1.43486 -4.86495 -1.53524
H -1.78714 -7.50953 -1.73781
H -0.46896 -7.61390 -0.55872
H -0.13180 -7.83499 -2.28024
H -2.70038 -4.76577 -0.80423
H -1.61322 -3.36892 -0.61404
H -1.49608 -4.71093 0.50865
H -2.00397 -5.38507 -3.77087
H -0.33964 -5.07967 -4.32404
H -1.27764 -3.77451 -3.59437
H 2.09143 -5.73484 -1.63127
```

***

DFT (wB97M-V/def2-TZVPD) results for a gas-phase ion, C6H13N4 (charge +1) in a non-equilibrium geometry.

Computed properties:
Charge: +1
Molecular weight in g/mol: 141.20
Multiplicity: 1
LUMO level in eV: -2.88
Frontier orbital gap in eV: 7.272
Maximum force in eV/Å: 3.29
Highest occupied orbital energy in eV: -10.1
Energy relative to the best compared isomer or geometry (same formula, charge and spin) in kJ/mol: 350.36

```
23
C6H13N4 (wB97M-V/def2-TZVPD)
C 0.44700 1.49967 0.47824
C -0.81244 1.57557 0.12298
C 1.13709 0.32106 1.05433
C -0.86852 -0.75486 0.16073
C -3.19403 0.77479 -0.07851
C 2.70098 -0.55954 -0.95738
N -1.70280 0.43263 0.03120
N 0.33128 -0.80973 0.77871
N -1.36948 -1.98560 -0.17586
N 2.60684 0.10882 0.33926
H 0.84986 2.54688 0.46086
H -1.19055 2.61372 -0.13326
H -3.67757 -0.09869 -0.48895
H -3.58150 1.64585 -0.70907
H -3.50043 0.85068 0.93631
H 3.72035 -0.70148 -1.26577
H 2.33884 -1.58766 -0.92407
H 2.17494 -0.02690 -1.72856
H 0.78107 -1.67487 0.86610
H -0.90513 -2.87562 0.08422
H -2.38300 -2.03891 -0.20812
H 2.93225 1.04428 0.32123
H 3.16495 -0.30007 1.03536
```

***

DFT (wB97M-V/def2-TZVPD) results for a molecular structure, C22H35NO7P2RhSi2 in a non-equilibrium geometry.

Computed properties:
Charge: -1
Molecular weight in g/mol: 646.55
Multiplicity: 5
LUMO level (alpha / beta) in eV: 2.72 / 2.35
Frontier orbital gap (alpha / beta) in eV: 4.978 / 8.040
Maximum force in eV/Å: 1.81
Highest occupied orbital energy (alpha / beta) in eV: -2.3 / -5.7
Energy relative to the best compared isomer or geometry (same formula, charge and spin) in kJ/mol: 214.59

```
70
C22H35NO7P2RhSi2 (wB97M-V/def2-TZVPD)
Rh -1.37330 -0.50111 1.01808
C -2.23327 -0.10746 -1.03470
Si -0.89697 -0.03238 -2.30241
C 1.57011 -1.17629 0.34157
N 1.22131 -0.20024 1.34383
C 1.59238 1.19605 1.06409
C 2.89606 1.62196 1.76061
C 3.82139 0.42025 1.93296
C 3.15737 -0.60364 2.86677
C 1.62611 -0.58040 2.70304
C -0.67045 -1.18672 -3.76206
C -0.49570 -0.66242 -5.05434
C -0.30017 -1.48143 -6.15186
C -0.28365 -2.86358 -6.00067
C -0.46912 -3.40548 -4.73690
C -0.66041 -2.58269 -3.63834
C 0.03393 1.52874 -2.61380
C -0.36320 2.75791 -2.04054
C 0.30447 3.93597 -2.31801
C 1.41002 3.94489 -3.16300
C 1.86001 2.73420 -3.69264
C 1.19924 1.55569 -3.41565
H -2.97166 -0.89197 -1.21333
H -2.74007 0.85710 -0.95346
H 2.01959 -0.70456 -0.53261
H 2.23421 -1.95639 0.72075
H 0.77446 1.83748 1.40489
H 1.67104 1.32085 -0.01753
H 2.67519 2.03842 2.74751
H 3.37858 2.40635 1.17494
H 4.78585 0.73531 2.33591
H 4.01728 -0.02990 0.95485
H 3.39775 -0.36926 3.90666
H 3.55149 -1.60156 2.66202
H 1.17841 0.14800 3.37877
H 1.20198 -1.54761 2.95209
H -0.51010 0.41221 -5.19232
H -0.15776 -1.04399 -7.13345
H -0.11329 -3.50486 -6.85664
H -0.45009 -4.47993 -4.59752
H -0.78010 -3.03383 -2.66775
H -1.22408 2.77360 -1.38017
H -0.03902 4.86541 -1.87761
H 1.92008 4.87081 -3.39625
H 2.74338 2.72084 -4.32132
H 1.57657 0.62623 -3.82616
O -2.17923 -4.13657 3.18593
P -1.69208 -2.69190 2.65756
O -2.65237 -2.33213 1.54840
O -1.35767 -1.81456 3.78881
O -0.25469 -3.17038 1.93601
P 0.04392 -3.32330 0.37714
O -1.30991 -3.66236 -0.32271
O 1.16636 -4.22133 0.12256
O 0.36058 -1.80704 -0.13715
H -1.87267 -4.25567 4.09519
H -2.06041 -3.21610 0.18184
C -1.04626 1.43359 4.33312
Si -1.88243 1.23837 2.60573
C -3.72683 0.89506 3.05993
C -1.91571 3.07947 2.00746
H -1.68174 2.02120 5.00205
H -0.07620 1.93763 4.27179
H -0.89793 0.44911 4.77930
H -4.06334 1.54891 3.86997
H -3.82816 -0.14150 3.38717
H -4.38410 1.04160 2.19928
H -2.41625 3.70344 2.75320
H -2.45052 3.18535 1.05988
H -0.90820 3.47855 1.85927
```